123
Properties=species:S:1:pos:R:3:lowdin_charge:R:1 method="wB97M-V/def2-TZVPD" e_homo_ev=-14.3 e_lumo_ev=-6.83 total_charge=+3 de_lowest_ev=0.812 e_tot_ev=-244381.8045 orbital_gap_ev=7.4
Sn -2.44 -0.22 0.47 1.412
Se -4.84 -0.69 3.59 0.730
Se -3.02 0.56 4.21 0.697
C -3.29 2.08 3.07 -0.655
C -3.39 3.34 3.64 -0.078
C -3.76 4.40 2.82 -0.026
C -4.02 4.16 1.48 -0.027
C -3.85 2.87 1.00 -0.132
N -3.48 1.85 1.78 -0.082
C -3.93 -2.31 3.04 -0.646
C -4.22 -3.48 3.74 -0.075
C -3.57 -4.65 3.37 -0.020
C -2.69 -4.61 2.29 -0.029
C -2.48 -3.40 1.66 -0.158
N -3.08 -2.26 2.03 -0.055
H -3.21 3.47 4.69 0.109
H -3.88 5.39 3.23 0.123
H -4.36 4.94 0.83 0.116
H -4.04 2.62 -0.04 0.108
H -4.93 -3.44 4.55 0.111
H -3.76 -5.56 3.91 0.125
H -2.17 -5.50 1.96 0.115
H -1.83 -3.31 0.79 0.082
N -0.63 0.27 1.63 -0.449
S 0.65 0.31 2.34 0.805
N 1.89 1.00 1.43 -0.352
S 2.52 0.29 0.22 0.924
N 1.55 -0.24 -0.93 -0.342
S 0.68 0.52 -2.04 0.963
N -0.80 0.58 -1.66 -0.237
C 0.92 -0.56 -3.47 -0.307
C -0.05 -0.57 -4.46 -0.054
C 0.13 -1.36 -5.59 -0.035
C 1.29 -2.11 -5.73 -0.033
C 2.25 -2.11 -4.73 -0.039
C 2.06 -1.33 -3.59 -0.070
C 1.42 2.12 -2.40 -0.289
C 1.53 3.00 -1.34 -0.126
C 2.06 4.26 -1.56 -0.049
C 2.48 4.62 -2.83 -0.025
C 2.38 3.72 -3.88 -0.024
C 1.84 2.46 -3.67 -0.026
C 3.82 1.32 -0.48 -0.313
C 4.13 2.58 -0.01 -0.070
C 5.15 3.29 -0.63 -0.036
C 5.84 2.74 -1.70 -0.022
C 5.54 1.45 -2.13 -0.024
C 4.53 0.74 -1.51 -0.056
C 3.47 -1.14 0.76 -0.325
C 4.35 -0.84 1.79 -0.065
C 5.20 -1.82 2.26 -0.031
C 5.17 -3.09 1.70 -0.030
C 4.29 -3.37 0.67 -0.041
C 3.43 -2.39 0.19 -0.069
C 0.69 1.30 3.84 -0.327
C 1.25 2.56 3.84 -0.060
C 1.26 3.29 5.02 -0.040
C 0.70 2.76 6.17 -0.034
C 0.14 1.49 6.15 -0.044
C 0.13 0.75 4.98 -0.150
C 1.26 -1.31 2.81 -0.318
C 0.88 -2.39 2.04 -0.098
C 1.30 -3.66 2.38 -0.056
C 2.08 -3.85 3.51 -0.037
C 2.46 -2.76 4.29 -0.033
C 2.06 -1.48 3.93 -0.063
H -0.93 0.04 -4.36 0.096
H -0.62 -1.37 -6.36 0.122
H 1.45 -2.70 -6.62 0.124
H 3.16 -2.69 -4.83 0.121
H 2.79 -1.32 -2.80 0.076
H 1.22 2.69 -0.35 0.098
H 2.14 4.97 -0.75 0.126
H 2.88 5.61 -3.01 0.125
H 2.72 4.01 -4.86 0.125
H 1.73 1.77 -4.49 0.118
H 3.60 2.99 0.83 0.116
H 5.41 4.27 -0.28 0.125
H 6.62 3.30 -2.19 0.126
H 6.11 1.00 -2.93 0.124
H 4.31 -0.28 -1.81 0.101
H 4.36 0.16 2.20 0.124
H 5.89 -1.59 3.06 0.126
H 5.83 -3.85 2.08 0.125
H 4.28 -4.36 0.24 0.122
H 2.73 -2.60 -0.61 0.105
H 1.68 2.95 2.93 0.096
H 1.71 4.27 5.04 0.119
H 0.71 3.33 7.08 0.122
H -0.28 1.08 7.06 0.124
H -0.29 -0.24 4.96 0.094
H 0.25 -2.20 1.17 0.084
H 1.01 -4.52 1.78 0.118
H 2.39 -4.84 3.79 0.122
H 3.05 -2.91 5.17 0.125
H 2.35 -0.63 4.53 0.124
C -3.59 3.43 -3.00 -0.059
C -3.65 2.12 -3.45 -0.048
C -2.73 1.19 -2.99 -0.055
C -1.71 1.56 -2.12 -0.392
C -1.66 2.87 -1.66 -0.048
C -2.60 3.80 -2.10 -0.071
H -4.30 4.16 -3.35 0.117
H -4.41 1.83 -4.15 0.116
H -2.81 0.15 -3.30 0.100
H -0.90 3.17 -0.96 0.101
H -2.57 4.80 -1.71 0.115
C -6.19 -1.99 -2.85 0.012
N -4.81 -2.40 -2.70 -0.034
C -4.23 -3.27 -3.55 -0.011
C -2.92 -3.60 -3.43 0.014
C -2.19 -2.99 -2.38 -0.383
N -2.77 -2.15 -1.54 0.102
C -4.08 -1.83 -1.67 -0.566
O -4.61 -1.03 -0.90 -0.073
N -0.88 -3.25 -2.18 0.189
H -6.69 -2.65 -3.56 0.103
H -6.23 -0.96 -3.21 0.105
H -6.69 -2.03 -1.89 0.107
H -4.85 -3.69 -4.33 0.147
H -2.45 -4.29 -4.10 0.115
H -0.37 -3.83 -2.82 0.117
H -0.40 -2.74 -1.46 0.089

***

123
Properties=species:S:1:pos:R:3:lowdin_charge:R:1 method="wB97M-V/def2-TZVPD" e_homo_ev=-7.1 e_lumo_ev=-0.02 de_lowest_ev=4.685 e_tot_ev=-132415.2221 orbital_gap_ev=7.1
Sn 0.31 0.95 0.74 1.343
C 2.71 -4.48 3.14 -0.074
C 3.49 -3.21 3.46 -0.254
N 2.64 -2.22 4.13 -0.128
C 2.61 -2.30 5.60 -0.210
C 3.76 -1.52 6.23 -0.075
C 2.02 -1.21 3.47 -0.716
S 2.24 -1.01 1.78 0.599
N 1.29 -0.41 4.27 0.101
C 0.24 0.30 3.90 -0.447
O -0.39 0.26 2.79 -0.205
C -0.34 1.22 4.94 -0.140
C 0.25 1.35 6.20 -0.028
C -0.29 2.23 7.13 -0.081
C -1.40 3.00 6.81 -0.085
C -2.00 2.86 5.56 -0.071
C -1.46 1.98 4.63 -0.026
H 3.38 -5.24 2.73 0.074
H 1.94 -4.26 2.40 0.065
H 2.24 -4.89 4.04 0.069
H 3.88 -2.77 2.55 0.059
H 4.33 -3.42 4.13 0.113
H 2.66 -3.36 5.87 0.113
H 1.66 -1.91 5.95 0.101
H 4.72 -1.91 5.90 0.068
H 3.71 -1.59 7.32 0.075
H 3.69 -0.47 5.93 0.072
H 1.12 0.75 6.44 0.100
H 0.17 2.33 8.11 0.100
H -1.81 3.69 7.53 0.102
H -2.87 3.45 5.30 0.107
H -1.91 1.86 3.65 0.113
C 0.42 -2.29 -6.83 0.018
C -0.25 -1.28 -5.93 -0.559
C -1.46 -0.65 -6.59 0.030
O 0.72 -0.28 -5.55 -0.005
C 0.99 -0.38 -4.17 -0.134
C 0.44 -1.77 -3.84 -0.125
O -0.67 -1.87 -4.71 -0.009
C 0.24 -2.02 -2.30 -0.250
O 0.68 -0.81 -1.65 -0.111
C -1.15 -2.35 -1.76 -0.083
C -2.27 -1.97 -2.39 0.004
C -3.61 -2.32 -1.89 -0.045
C -3.79 -3.11 -0.84 -0.060
C -2.65 -3.58 0.01 -0.162
C -1.27 -2.95 -0.38 -0.101
C 1.28 -3.07 -1.94 -0.158
C 2.55 -2.72 -1.51 -0.022
C 3.51 -3.70 -1.27 -0.067
C 3.20 -5.04 -1.46 -0.089
C 1.93 -5.39 -1.92 -0.073
C 0.98 -4.42 -2.17 -0.035
C 0.38 0.77 -3.31 -0.252
O -0.20 0.20 -2.13 -0.121
C 1.42 1.82 -2.88 -0.129
C 2.67 1.94 -3.45 -0.023
C 3.56 2.92 -3.00 -0.075
C 3.19 3.78 -1.99 -0.083
C 1.92 3.69 -1.44 -0.067
C 1.03 2.72 -1.88 -0.066
C -0.78 1.50 -3.98 -0.128
C -0.54 2.28 -5.11 -0.025
C -1.57 2.97 -5.72 -0.073
C -2.86 2.90 -5.21 -0.087
C -3.10 2.15 -4.07 -0.073
C -2.07 1.45 -3.45 -0.012
H 0.72 -1.82 -7.77 0.095
H -0.27 -3.11 -7.04 0.095
H 1.32 -2.70 -6.35 0.088
H -1.14 -0.12 -7.49 0.101
H -1.94 0.05 -5.92 0.073
H -2.16 -1.44 -6.87 0.099
H 2.07 -0.39 -4.02 0.147
H 1.19 -2.49 -4.17 0.152
H -2.23 -1.46 -3.33 0.103
H -4.47 -1.97 -2.46 0.108
H -4.79 -3.43 -0.55 0.117
H -2.67 -4.67 0.09 0.140
H -0.46 -3.64 -0.18 0.137
H 2.80 -1.67 -1.35 0.112
H 4.50 -3.41 -0.93 0.107
H 3.94 -5.80 -1.26 0.101
H 1.68 -6.44 -2.08 0.104
H 0.00 -4.69 -2.54 0.132
H 2.98 1.29 -4.26 0.112
H 4.54 3.00 -3.46 0.102
H 3.88 4.54 -1.64 0.102
H 1.60 4.38 -0.66 0.106
H 0.03 2.68 -1.48 0.083
H 0.47 2.34 -5.51 0.126
H -1.36 3.57 -6.60 0.105
H -3.67 3.44 -5.69 0.101
H -4.10 2.11 -3.65 0.102
H -2.26 0.89 -2.55 0.112
Cl -3.89 3.85 -0.44 0.696
C -2.68 4.28 0.73 -0.572
C -2.87 5.44 1.50 -0.124
C -1.95 5.81 2.44 -0.611
Cl -2.22 7.25 3.38 0.677
C -0.80 5.02 2.66 -0.177
C 0.20 5.32 3.62 -0.013
C 1.27 4.49 3.77 -0.032
C 1.36 3.35 2.95 -0.113
N 0.46 3.05 2.05 0.017
C -0.62 3.86 1.88 -0.153
C -1.58 3.45 0.87 -0.391
O -1.37 2.37 0.17 -0.286
H -3.76 6.04 1.35 0.106
H 0.10 6.21 4.23 0.094
H 2.04 4.68 4.51 0.111
H 2.20 2.66 3.05 0.125
Cl -5.28 0.16 1.78 0.687
C -3.89 -0.80 1.41 -0.628
C -3.77 -2.06 1.81 -0.061
C -2.57 -2.84 1.39 -0.160
C -1.37 -1.99 0.87 -0.192
N -1.64 -0.60 0.55 0.026
C -2.79 -0.09 0.73 -0.128
H -4.54 -2.54 2.40 0.119
H -2.26 -3.53 2.18 0.145
H -0.48 -2.00 1.50 0.105
H -2.93 0.95 0.45 0.091

***

117
Properties=species:S:1:pos:R:3:lowdin_charge:R:1 method="wB97M-V/def2-TZVPD" e_homo_ev=-6.6 e_lumo_ev=-0.58 e_tot_ev=-92244.4293 orbital_gap_ev=6.0
C -0.22 1.16 6.16 -0.010
O -0.16 1.45 4.73 -0.128
C -0.09 2.71 4.25 -0.199
C 1.23 3.45 4.31 -0.434
O 1.63 4.19 3.43 0.110
O 1.92 3.19 5.44 -0.044
C 3.15 3.89 5.67 -0.024
C -1.10 3.70 4.80 -0.418
O -0.86 4.88 4.92 0.138
O -2.28 3.13 5.15 -0.075
C -3.27 4.02 5.69 -0.030
H -0.01 0.09 6.19 0.095
H 0.54 1.73 6.70 0.090
H -1.22 1.36 6.54 0.088
H 3.81 3.20 6.21 0.091
H 3.58 4.18 4.70 0.089
H 2.94 4.78 6.28 0.100
H -4.19 3.44 5.73 0.094
H -2.98 4.35 6.69 0.099
H -3.37 4.89 5.04 0.100
C 2.95 2.28 -3.87 -0.092
C 1.56 2.18 -3.93 -0.092
C 0.81 2.11 -2.75 -0.048
C 1.45 2.22 -1.49 -0.229
C 0.65 2.20 -0.30 -0.057
C 1.07 2.19 1.01 -0.030
C 0.16 2.18 2.16 -0.002
C -1.12 2.79 1.91 -0.221
C -2.24 2.32 2.63 -0.053
C -3.52 2.80 2.37 -0.077
C -3.73 3.78 1.39 -0.088
C -2.63 4.30 0.71 -0.087
C -1.34 3.84 0.98 -0.028
Pd 0.26 -0.90 -1.78 0.230
P 2.06 -2.11 -1.41 0.911
C 3.53 -1.22 -0.86 -0.366
C 4.57 -0.98 -1.77 -0.091
C 5.73 -0.35 -1.33 -0.094
C 5.84 0.05 0.00 -0.095
C 4.80 -0.17 0.90 -0.093
C 3.63 -0.80 0.47 -0.103
C 1.81 -3.46 -0.25 -0.366
C 2.94 -4.12 0.25 -0.095
C 2.77 -5.24 1.06 -0.082
C 1.49 -5.68 1.39 -0.082
C 0.37 -4.98 0.93 -0.074
C 0.52 -3.86 0.13 -0.086
C 2.35 -2.71 -3.11 -0.375
C 2.65 -4.06 -3.34 -0.077
C 2.77 -4.51 -4.65 -0.087
C 2.53 -3.64 -5.72 -0.091
C 2.18 -2.30 -5.48 -0.078
C 2.15 -1.82 -4.17 -0.123
P -1.94 -0.99 -1.50 0.912
C -2.69 0.20 -2.63 -0.374
C -2.79 -0.13 -3.99 -0.089
C -3.17 0.85 -4.91 -0.088
C -3.46 2.14 -4.48 -0.095
C -3.36 2.47 -3.12 -0.081
C -2.98 1.50 -2.19 -0.119
C -2.23 -2.71 -2.02 -0.361
C -3.05 -3.57 -1.26 -0.081
C -3.00 -4.95 -1.50 -0.089
C -2.13 -5.47 -2.46 -0.087
C -1.31 -4.61 -3.20 -0.076
C -1.39 -3.24 -3.01 -0.136
C -2.77 -0.73 0.06 -0.376
C -4.14 -0.40 0.04 -0.093
C -4.87 -0.37 1.22 -0.081
C -4.24 -0.67 2.43 -0.091
C -2.88 -0.95 2.46 -0.093
C -2.13 -0.97 1.29 -0.081
C 2.86 2.26 -1.44 -0.019
C 3.59 2.27 -2.63 -0.082
H 3.53 2.26 -4.79 0.101
H 1.04 2.07 -4.89 0.106
H -0.27 1.92 -2.78 0.092
H -0.43 2.11 -0.47 0.098
H 2.13 2.06 1.24 0.105
H 0.25 1.26 2.75 0.125
H -2.09 1.48 3.30 0.107
H -4.36 2.42 2.96 0.109
H -4.72 4.19 1.25 0.096
H -2.77 5.10 -0.02 0.103
H -0.48 4.29 0.46 0.125
H 4.47 -1.31 -2.80 0.101
H 6.54 -0.18 -2.04 0.104
H 6.76 0.54 0.34 0.101
H 4.89 0.13 1.94 0.104
H 2.80 -0.97 1.16 0.110
H 3.94 -3.75 0.00 0.112
H 3.65 -5.77 1.43 0.102
H 1.36 -6.56 2.01 0.102
H -0.64 -5.31 1.19 0.104
H -0.34 -3.28 -0.22 0.064
H 2.79 -4.73 -2.49 0.102
H 3.03 -5.55 -4.84 0.102
H 2.60 -4.00 -6.74 0.101
H 1.93 -1.64 -6.31 0.104
H 1.91 -0.78 -3.94 0.082
H -2.54 -1.14 -4.32 0.093
H -3.24 0.59 -5.97 0.103
H -3.77 2.90 -5.20 0.099
H -3.58 3.48 -2.78 0.102
H -2.90 1.75 -1.13 0.097
H -3.68 -3.16 -0.47 0.102
H -3.63 -5.61 -0.92 0.102
H -2.09 -6.54 -2.63 0.102
H -0.61 -5.01 -3.94 0.103
H -0.71 -2.56 -3.55 0.078
H -4.63 -0.18 -0.91 0.110
H -5.93 -0.12 1.19 0.107
H -4.83 -0.68 3.36 0.108
H -2.39 -1.17 3.41 0.107
H -1.05 -1.15 1.30 0.098
H 3.36 2.31 -0.46 0.107
H 4.68 2.23 -2.58 0.098

***

135
Properties=species:S:1:pos:R:3:lowdin_charge:R:1 method="wB97M-V/def2-TZVPD" e_homo_ev="-5.0 / -7.1" e_lumo_ev="-2.65 / -2.65" total_charge=+1 de_lowest_ev=2.676 e_tot_ev=-149011.2452 orbital_gap_ev="2.4 / 4.4"
Y -0.08 0.17 -0.29 1.346
F -6.14 1.99 2.78 0.043
C -4.91 2.51 3.05 -0.169
C -3.84 2.03 2.34 0.112
C -2.55 2.56 2.53 -0.030
C -1.45 2.13 1.69 -0.238
O -1.61 1.17 0.87 -0.142
C -0.23 2.86 1.87 0.006
C -0.10 3.71 2.92 0.067
N -1.11 4.02 3.78 0.014
C -0.87 4.89 4.90 -0.256
C -1.35 6.31 4.85 -0.096
C 0.11 6.01 4.78 -0.075
C -2.38 3.53 3.54 -0.111
C -3.47 3.97 4.27 0.065
C -4.77 3.51 4.01 -0.138
N -5.82 4.12 4.75 -0.096
C -5.94 5.55 4.69 -0.134
C -6.84 5.97 3.51 -0.077
N -8.18 5.36 3.70 0.056
C -8.09 3.88 3.78 -0.087
C -7.11 3.49 4.90 -0.134
C 0.92 2.85 0.86 -0.553
O 1.74 3.75 0.95 0.048
O 0.90 1.98 -0.07 -0.147
H -3.97 1.25 1.61 0.145
H 0.85 4.18 3.10 0.143
H -0.94 4.37 5.85 0.160
H -1.76 6.75 5.75 0.104
H -1.83 6.65 3.94 0.113
H 0.73 6.22 5.64 0.111
H 0.62 6.16 3.85 0.109
H -3.33 4.68 5.07 0.112
H -4.95 5.99 4.55 0.125
H -6.35 5.93 5.63 0.138
H -6.41 5.60 2.58 0.151
H -6.94 7.06 3.46 0.141
H -8.80 5.63 2.93 0.193
H -8.58 5.71 4.58 0.188
H -7.74 3.49 2.82 0.131
H -9.09 3.47 3.98 0.142
H -7.00 2.41 4.93 0.141
H -7.53 3.81 5.87 0.136
Cl -5.27 -4.99 0.10 0.662
C -3.91 -3.99 -0.28 -0.693
C -3.23 -3.34 0.73 -0.128
C -2.17 -2.52 0.40 -0.529
Cl -1.30 -1.62 1.60 0.836
C -1.73 -2.32 -0.93 -0.476
O -0.74 -1.55 -1.23 -0.247
C -2.46 -3.03 -1.91 -0.594
Cl -1.96 -2.81 -3.54 0.720
C -3.53 -3.84 -1.61 -0.133
H -3.52 -3.47 1.76 0.105
H -4.07 -4.34 -2.40 0.104
C 6.44 -3.99 -1.14 -0.060
C 5.05 -4.64 -1.13 -0.198
N 4.03 -3.64 -1.32 -0.040
C 3.59 -2.97 -0.21 0.024
C 2.79 -1.87 -0.28 -0.029
C 2.44 -1.16 1.04 -0.570
O 3.20 -1.31 1.98 0.065
O 1.35 -0.51 1.05 -0.172
C 2.31 -1.46 -1.54 -0.222
O 1.75 -0.21 -1.73 -0.236
C 2.58 -2.26 -2.66 -0.086
C 1.96 -2.04 -3.91 0.050
C 2.43 -2.68 -5.04 -0.198
F 1.79 -2.45 -6.22 0.055
C 3.57 -3.47 -5.01 -0.171
C 4.12 -3.77 -3.74 0.036
C 3.59 -3.27 -2.57 -0.123
N 4.27 -3.90 -6.16 -0.145
C 4.13 -3.17 -7.40 -0.131
C 5.40 -3.48 -8.22 -0.078
N 6.39 -4.05 -7.28 0.031
C 5.98 -5.42 -6.87 -0.081
C 4.51 -5.31 -6.39 -0.116
H 7.21 -4.72 -0.96 0.075
H 6.48 -3.24 -0.35 0.082
H 6.62 -3.49 -2.09 0.065
H 4.88 -5.12 -0.16 0.126
H 4.96 -5.40 -1.91 0.112
H 3.94 -3.32 0.75 0.140
H 1.11 -1.39 -3.96 0.114
H 5.00 -4.40 -3.74 0.096
H 4.06 -2.11 -7.16 0.141
H 3.24 -3.45 -7.97 0.134
H 5.80 -2.56 -8.67 0.137
H 5.20 -4.20 -9.01 0.136
H 6.28 -3.48 -6.42 0.189
H 7.34 -4.03 -7.64 0.189
H 6.64 -5.75 -6.07 0.135
H 6.08 -6.10 -7.71 0.134
H 4.35 -5.87 -5.47 0.132
H 3.83 -5.71 -7.16 0.136
N -5.50 3.32 -4.39 0.035
C -4.64 3.81 -3.45 -0.896
S -4.86 5.35 -2.86 0.484
C -3.62 2.94 -2.93 -0.292
C -2.47 3.48 -2.33 -0.076
C -1.51 2.64 -1.81 -0.176
N -1.61 1.30 -1.80 -0.052
C -2.71 0.78 -2.36 -0.140
C -3.71 1.54 -2.94 -0.032
H -6.15 3.98 -4.79 0.066
H -5.21 2.57 -4.98 0.082
H -2.33 4.55 -2.31 0.074
H -0.61 3.06 -1.39 0.096
H -2.80 -0.30 -2.35 0.076
H -4.57 1.04 -3.36 0.096
C 6.64 2.27 -0.10 -0.083
C 6.65 1.15 -0.91 -0.094
C 5.49 0.75 -1.55 -0.115
C 4.29 1.45 -1.38 -0.227
C 4.30 2.55 -0.52 -0.079
C 5.46 2.96 0.10 -0.066
Si 2.78 0.93 -2.39 0.728
C 1.59 2.21 -3.10 -0.251
C 1.69 3.57 -2.85 -0.091
C 0.84 4.48 -3.46 -0.076
C -0.13 4.03 -4.34 -0.087
C -0.24 2.68 -4.61 -0.083
C 0.61 1.78 -3.99 -0.104
H 7.55 2.59 0.40 0.102
H 7.57 0.59 -1.05 0.098
H 5.51 -0.11 -2.20 0.086
H 3.37 3.07 -0.32 0.064
H 5.44 3.83 0.74 0.107
H 3.39 0.22 -3.55 0.049
H 2.45 3.93 -2.17 0.096
H 0.92 5.53 -3.24 0.107
H -0.80 4.73 -4.82 0.113
H -0.99 2.32 -5.30 0.111
H 0.51 0.73 -4.21 0.091